Entry 1:
17
Properties=species:S:1:pos:R:3:mulliken_charge:R:1 method="wB97M-V/def2-TZVPD" fmax_ha_per_bohr=0.072 charge=0 homo_lumo_gap_ev=7.2 de_lowest_kcal_mol=168.0 lumo_energy_ev=-2.36
C 0.88763 1.80526 0.71923 -0.921
C 1.34093 0.46613 0.17907 -0.371
N 0.47557 -0.69258 0.50833 -0.364
C -0.49980 -1.08074 -0.51456 -0.013
C -1.92476 -1.17049 0.05331 -1.281
O 0.33850 1.03309 -2.05064 -0.568
H 1.28908 2.02541 1.70460 0.352
H 1.16804 2.61602 0.02341 0.300
H -0.19898 1.76993 0.64832 0.223
H 1.18142 0.51989 -0.94161 0.385
H 2.32498 0.11671 0.49431 0.413
H 1.06350 -1.47024 0.77094 0.257
H -0.29817 -0.26659 -1.24011 0.203
H -0.19211 -2.03362 -0.89737 0.395
H -2.52417 -0.35623 -0.37018 0.341
H -2.01206 -1.17527 1.14303 0.310
H -2.41959 -2.10668 -0.23010 0.338

=====

Entry 2:
19
Properties=species:S:1:pos:R:3:mulliken_charge:R:1 method="wB97M-V/def2-TZVPD" fmax_ha_per_bohr=0.046 charge=0 smiles="[H]/N=C/NC.O.O.O" homo_lumo_gap_ev=9.5 de_lowest_kcal_mol=33.0 lumo_energy_ev=0.48
C -2.45964 -0.74340 -0.00262 -0.991
N -1.10301 -1.08918 -0.36631 -0.193
C -0.70663 -0.73661 -1.63885 0.089
N 0.24281 -1.43648 -2.16101 -0.736
H -2.67315 -0.81443 1.09350 0.301
H -2.60849 0.33126 -0.08643 0.371
H -3.28981 -1.37171 -0.45896 0.304
H -0.80918 -2.08060 -0.20883 0.284
H -1.23996 0.08654 -2.07530 0.367
H 0.81153 -0.90476 -2.81893 0.224
H 3.08522 -0.07371 -0.32586 0.329
H 3.15217 0.04234 1.22060 0.315
O 3.39514 0.48705 0.39429 -0.654
H 0.22103 0.22390 2.59431 0.300
H -0.68646 1.07254 3.38876 0.323
O -0.39496 0.14410 3.33434 -0.634
H 0.35758 2.68321 -1.30908 0.297
H 1.25998 2.55572 0.06892 0.326
O 0.41671 2.44548 -0.38026 -0.621

=====

Entry 3:
13
Properties=species:S:1:pos:R:3:mulliken_charge:R:1 method="wB97M-V/def2-TZVPD" fmax_ha_per_bohr=0.069 charge=0 smiles="CC(C)(O)N=O" homo_lumo_gap_ev=9.4 de_lowest_kcal_mol=97.1 lumo_energy_ev=-0.21
C -0.03388 0.22186 0.12234 1.216
C -1.39004 0.11080 -0.55177 -1.347
C 0.48094 -1.04967 0.74263 -1.352
O 0.11004 1.36045 0.88888 -0.522
N 1.06417 0.15749 -0.98896 -0.009
O 1.87003 1.06972 -0.93956 -0.425
H 0.91710 1.80941 0.56116 0.380
H -1.42539 -0.76266 -1.20065 0.363
H -1.57644 1.00444 -1.14646 0.348
H -2.15884 0.01737 0.21514 0.342
H -0.29503 -1.73205 1.06607 0.308
H 1.24341 -0.88676 1.49616 0.342
H 1.19394 -1.32039 -0.26501 0.357

=====

Entry 4:
21
Properties=species:S:1:pos:R:3:mulliken_charge:R:1 method="wB97M-V/def2-TZVPD" fmax_ha_per_bohr=0.085 charge=0 homo_lumo_gap_ev=8.5 de_lowest_kcal_mol=45.6 lumo_energy_ev=0.63
C 2.35821 1.63572 -1.11017 -0.842
C 2.99302 0.44773 -1.31475 -0.264
C 1.11131 1.55143 -0.39642 0.665
C -1.89991 0.31069 -0.55790 -1.365
C -0.82442 -1.91796 0.19377 -1.744
C -0.99884 -0.12059 1.81800 -1.302
C -0.95303 -0.44223 0.37036 1.483
N 0.81870 0.22160 -0.12902 -0.087
O 0.35364 2.47179 -0.15391 -0.648
S 2.04123 -0.80543 -0.64875 -0.139
H 2.79036 2.52353 -1.22302 0.447
H 3.97594 0.23027 -1.58876 0.432
H -2.08365 1.26050 -0.04563 0.375
H -1.41805 0.43137 -1.48614 0.333
H -2.79731 -0.40729 -0.72306 0.361
H 0.18175 -2.38152 0.52474 0.359
H -0.81331 -2.19482 -0.82056 0.524
H -1.77837 -2.43146 0.42176 0.388
H -0.17112 -0.81514 2.39058 0.251
H -0.90842 0.87534 2.13920 0.421
H -1.97773 -0.44353 2.33967 0.352

=====

Entry 5:
23
Properties=species:S:1:pos:R:3:mulliken_charge:R:1 method="wB97M-V/def2-TZVPD" fmax_ha_per_bohr=0.094 charge=0 smiles="O=c1cc[nH]c(=O)[nH]1.c1ccncc1" homo_lumo_gap_ev=9.3 de_lowest_kcal_mol=51.9 lumo_energy_ev=0.25
C 3.25790 0.78627 -0.77447 -0.234
C 2.79525 -0.54008 -0.87418 -0.544
C 1.93439 -0.92274 0.16349 0.151
C 1.60658 -0.06875 1.16856 -0.290
C 2.05741 1.26206 1.10447 -0.252
C -2.82096 1.18017 -0.29820 0.554
C -3.51936 0.01905 0.32098 -0.572
C -2.86990 -1.18857 0.39138 -0.151
C -0.81853 -0.34410 -0.63584 0.163
H 3.95961 1.19144 -1.50657 0.377
H 3.27292 -1.35296 -1.48141 0.325
H 1.60763 -1.96670 0.21454 0.400
H 0.93551 -0.41132 2.01498 0.312
H 1.67411 1.95492 1.83701 0.382
H -1.03048 1.62600 -1.12222 0.238
H -4.46081 0.18542 0.85083 0.368
H -3.24509 -2.08138 0.87561 0.380
H -1.09056 -2.28269 -0.06586 0.282
N 2.88022 1.67636 0.14956 -0.659
N -1.53465 0.86124 -0.64687 0.000
N -1.61420 -1.38692 -0.19260 -0.052
O -3.31682 2.29393 -0.44007 -0.625
O 0.33980 -0.49067 -1.05309 -0.552

=====

Entry 6:
77
Properties=species:S:1:pos:R:3:mulliken_charge:R:1 method="wB97M-V/def2-TZVPD" fmax_ha_per_bohr=0.006 charge=+1 homo_lumo_gap_ev=7.4 de_lowest_kcal_mol=11.3 lumo_energy_ev=-2.86
Pd -0.03955 0.01367 0.02885 0.567
C -1.55978 2.32771 2.32775 -1.176
As -0.32713 0.83270 2.23342 0.851
C -1.08452 -0.35404 3.55952 -1.164
C 1.27387 1.47930 3.12074 0.261
C 1.10033 2.11551 4.35028 -0.660
C 2.19016 2.55954 5.07765 -0.773
C 3.46835 2.36007 4.57685 -0.868
C 3.64345 1.72761 3.35715 -0.327
C 2.55843 1.27938 2.60272 0.062
As 2.87631 0.39529 0.86139 0.899
C 3.70073 -1.23958 1.54523 -1.227
C 4.51446 1.33130 0.33229 -1.333
H -1.68920 2.64883 3.35983 0.467
H -2.51757 1.99572 1.92916 0.395
H -1.19365 3.15907 1.73051 0.305
H -1.27665 0.20242 4.47567 0.458
H -0.39205 -1.16772 3.76300 0.371
H -2.01234 -0.76748 3.16799 0.392
H 0.10431 2.26453 4.75092 0.235
H 2.04407 3.05288 6.02924 0.411
H 4.33071 2.69583 5.13781 0.402
H 4.65158 1.58122 2.99190 0.255
H 4.49021 -1.00648 2.25858 0.416
H 4.11808 -1.79316 0.70467 0.423
H 2.94522 -1.85923 2.02515 0.330
H 5.33508 1.17307 1.02953 0.409
H 4.31648 2.39835 0.23756 0.378
H 4.80825 0.94756 -0.64415 0.419
Se -0.01520 -2.26952 0.89907 -0.331
P -0.96375 -2.74929 -1.00746 0.483
Se -0.27903 -1.07720 -2.21180 -0.476
C -0.44207 -4.34407 -1.64795 0.918
C -1.35275 -5.38363 -1.82955 -0.340
C -0.90804 -6.60388 -2.31659 -0.708
C 0.43383 -6.78312 -2.61860 -0.491
C 1.34073 -5.74621 -2.43749 -0.738
C 0.90607 -4.52520 -1.95260 -0.637
C -2.75535 -2.81892 -0.81508 0.787
C -3.29973 -3.35178 0.35171 -0.293
C -4.67476 -3.47825 0.47249 -0.728
C -5.50382 -3.06983 -0.56390 -0.585
C -4.96244 -2.53297 -1.72332 -0.531
C -3.58658 -2.40906 -1.85297 -0.297
H -2.39995 -5.24515 -1.59624 0.331
H -1.61123 -7.41307 -2.46003 0.416
H 0.77678 -7.73607 -2.99948 0.389
H 2.38557 -5.89136 -2.67645 0.402
H 1.60637 -3.71041 -1.81201 0.323
H -2.65288 -3.66083 1.16307 0.432
H -5.09876 -3.89329 1.37726 0.423
H -6.57719 -3.16476 -0.46490 0.418
H -5.60544 -2.18499 -2.51928 0.387
H -3.16113 -1.97818 -2.75167 0.393
C 0.66899 4.24249 -0.78986 -1.331
C 0.66399 2.96161 -0.28552 -0.527
N -0.11013 1.99072 -0.79540 0.528
C -0.90878 2.28168 -1.82236 -0.321
C -0.97688 3.55095 -2.39624 0.684
C -0.15401 4.53611 -1.86505 -0.472
C -1.79265 3.88508 -3.57661 -0.817
C -2.91110 3.36467 -4.08620 -0.768
C -3.79150 2.28330 -3.61402 1.113
C -4.71864 1.74385 -4.49965 -0.759
C -5.53308 0.73130 -4.02873 -0.257
N -5.45334 0.28017 -2.77978 -0.459
C -4.54627 0.87110 -2.00859 -0.304
N -3.71540 1.84539 -2.35279 -0.392
H 1.31474 4.98989 -0.35139 0.476
H 1.30110 2.69323 0.54682 0.603
H -1.51032 1.47313 -2.20206 0.378
H -0.15785 5.53031 -2.29471 0.472
H -1.38317 4.72081 -4.13561 0.341
H -3.25317 3.81321 -5.01247 0.303
H -4.79663 2.09999 -5.51728 0.386
H -6.27219 0.26422 -4.66969 0.425
H -4.47772 0.51542 -0.98578 0.575

=====

Entry 7:
45
Properties=species:S:1:pos:R:3:mulliken_charge:R:1 method="wB97M-V/def2-TZVPD" fmax_ha_per_bohr=0.004 charge=-1 homo_lumo_gap_ev=6.9 de_lowest_kcal_mol=0.9 lumo_energy_ev=2.06
Pb -0.33078 -0.00952 -1.04790 0.879
C -3.45405 4.94650 -1.47397 -0.869
S -3.34721 4.11437 0.11458 -0.043
C -2.79538 2.48434 -0.31524 0.303
S -2.44415 2.06512 -1.91939 -0.450
N -2.75530 1.76398 0.78205 -1.157
N -2.21586 0.52808 0.64838 0.853
C -2.46676 -0.27352 1.61086 -0.992
C -1.93149 -1.63453 1.62809 0.978
C -2.10581 -2.44168 2.75233 -0.796
C -1.57804 -3.71828 2.74849 -0.283
C -0.89510 -4.16256 1.62541 -0.788
C -0.76723 -3.29463 0.55399 -0.225
N -1.27421 -2.06667 0.54912 0.008
H -3.72181 5.97748 -1.23909 0.345
H -2.49807 4.91916 -1.99184 0.253
H -4.21648 4.50362 -2.11097 0.292
H -3.07932 0.06084 2.44572 0.312
H -2.63121 -2.05127 3.61380 0.358
H -1.68929 -4.35908 3.61404 0.417
H -0.46041 -5.15134 1.57980 0.407
H -0.22197 -3.58737 -0.33714 0.497
Cl 1.95496 -2.41876 -1.95137 -0.194
C 2.34337 -1.99312 -0.28034 1.395
C 1.56566 -1.04364 0.34782 -2.171
C 1.85620 -0.83600 1.68886 1.425
Cl 0.86718 0.26859 2.60605 -0.134
C 2.88804 -1.49394 2.35611 -0.506
Cl 3.21635 -1.19322 4.02666 -0.214
C 3.66783 -2.42003 1.66342 0.708
Cl 4.96178 -3.24097 2.45949 -0.213
C 3.38861 -2.68572 0.32750 -0.536
Cl 4.32723 -3.85709 -0.53400 -0.211
Br 1.76988 0.88957 -3.88611 0.112
C 2.11753 -0.63060 -5.00274 -0.544
Br 0.52713 -1.67183 -5.37386 -0.132
H 2.80970 -1.28448 -4.48912 0.258
H 2.50901 -0.29797 -5.95504 0.347
Cl 0.60421 4.33384 1.64641 -0.225
C 0.93935 4.19986 -0.09816 -0.455
C 0.82560 2.79502 -0.68842 0.537
O 1.24250 2.67095 -1.84227 -0.667
O 0.32279 1.88952 0.04365 -0.447
H 1.94520 4.57011 -0.27378 0.354
H 0.22982 4.83686 -0.62191 0.216

=====

Entry 8:
7
Properties=species:S:1:pos:R:3:lowdin_spin:R:1 method="wB97M-V/def2-TZVPD" fmax_ha_per_bohr=0.064 charge=+1 homo_lumo_gap_ev="5.2 / 7.7" spin_multiplicity=2 lumo_energy_ev="-6.39 / -6.35"
C -0.06676 0.16146 0.70802 0.394
C -0.68093 1.33635 0.17792 0.121
O -1.36810 2.17600 0.68653 0.195
O 0.39285 -0.70025 -0.20011 0.245
Yb -0.12980 -0.36531 3.08371 0.047
H 0.22593 -0.27961 -1.18792 -0.002
F -0.61309 1.25326 -1.34935 0.000

=====

Entry 9:
46
Properties=species:S:1:pos:R:3:mulliken_charge:R:1 method="wB97M-V/def2-TZVPD" fmax_ha_per_bohr=0.007 charge=+1 homo_lumo_gap_ev=5.0 de_lowest_kcal_mol=2.0 lumo_energy_ev=-4.05
Sr -0.05316 0.26585 -0.08496 2.325
O -3.77218 -5.74695 3.87589 -0.544
N -3.04737 -5.63154 2.91596 0.925
O -2.74945 -6.51697 2.14206 -0.555
C -2.43731 -4.30080 2.69774 0.326
C -2.12118 -3.61029 3.80704 -1.051
C -1.46271 -2.34866 3.69106 1.470
C -1.11649 -1.61260 4.83805 -0.509
C -0.49212 -0.40417 4.69193 -0.842
C -0.22130 0.04286 3.39547 -0.292
N -0.52432 -0.63082 2.30127 -0.421
C -1.15137 -1.82463 2.42727 -0.380
C -1.53493 -2.57066 1.23790 -0.327
N -1.27302 -2.03141 0.02410 -0.342
C -1.66729 -2.67645 -1.05648 -0.380
C -2.33892 -3.89881 -1.02161 -0.929
C -2.60029 -4.47268 0.19318 -0.567
C -2.18679 -3.81438 1.36874 0.772
H -2.35564 -4.01213 4.78251 0.507
H -1.35095 -2.00282 5.81952 0.474
H -0.21592 0.20250 5.54130 0.440
H 0.26529 1.00465 3.26803 0.494
H -1.45889 -2.21636 -2.01702 0.514
H -2.64698 -4.37303 -1.94159 0.442
H -3.11335 -5.41893 0.25009 0.520
C 3.07672 1.06270 -1.57987 -0.516
O 2.43384 0.20354 -0.60613 -0.491
H 3.58271 0.45721 -2.32854 0.297
H 3.77276 1.73372 -1.08140 0.298
H 2.28840 1.64825 -2.04684 0.165
H 3.10430 -0.30954 -0.14404 0.245
C -3.31235 0.92830 -1.23074 -1.054
C -2.52916 2.20031 -1.25182 0.382
C -2.90050 3.45547 -1.66291 -0.733
C -1.76825 4.29465 -1.46796 -0.663
C -0.77773 3.49650 -0.95285 0.154
C 0.63283 3.83544 -0.59283 -1.017
N -1.22474 2.20106 -0.80942 -0.365
H -4.34804 1.09108 -1.52669 0.312
H -3.35003 0.47195 -0.23132 0.177
H -2.91629 0.17299 -1.92554 0.176
H -3.86681 3.74278 -2.04500 0.434
H -1.70603 5.34973 -1.67978 0.460
H 0.71891 4.81122 -0.11315 0.354
H 1.31018 3.84619 -1.45294 0.179
H 1.04884 3.11779 0.13222 0.136

=====

Entry 10:
32
Properties=species:S:1:pos:R:3:mulliken_charge:R:1 method="wB97M-V/def2-TZVPD" fmax_ha_per_bohr=0.176 charge=0 smiles="NC(=O)CCC=O.O.O.O.O.O.O" homo_lumo_gap_ev=10.5 de_lowest_kcal_mol=74.6 lumo_energy_ev=0.18
O -1.15190 -1.16386 -1.99169 -0.520
C -2.07092 -1.71395 -1.40954 -0.268
C -2.05151 -1.69756 0.08335 -0.370
C -1.09151 -0.66994 0.56690 -0.046
C -1.39540 0.47955 1.42218 0.133
N -2.58661 1.10804 1.09615 -0.312
O -0.87037 0.77601 2.47533 -0.635
H -2.74718 -2.14169 -2.00474 0.641
H -3.07553 -1.79555 0.59756 0.361
H -1.47834 -2.71789 0.36328 0.221
H -0.17282 -1.30691 1.21376 0.177
H -0.45296 -0.23542 -0.27672 0.229
H -3.27408 0.71677 0.42827 0.186
H -2.94895 1.86772 1.68980 0.239
H 2.80726 0.86602 1.19104 0.460
H 3.75485 1.64471 0.47452 0.301
O 3.07738 1.07434 0.21066 -0.766
H 1.50222 -3.66848 0.04375 0.247
H 1.28111 -2.72566 -1.11743 0.275
O 0.93207 -3.24248 -0.49467 -0.510
H -2.16465 1.13495 -1.78972 0.292
H -1.32275 1.91972 -2.80421 0.340
O -2.11760 1.99254 -2.22212 -0.669
H 1.42486 1.08633 2.93360 0.355
H 2.03092 2.14338 2.36130 0.372
O 2.37313 1.30576 2.72529 -0.747
H 2.19591 -1.01931 -2.43193 0.260
H 3.22601 -0.45341 -1.52867 0.330
O 3.01579 -1.10191 -2.23131 -0.614
H 1.83396 2.14668 0.20199 0.446
H 0.39814 2.58467 -0.12739 0.248
O 1.11946 2.80684 0.35141 -0.656